(1)
102
Properties=species:S:1:pos:R:3:mulliken_charge:R:1 method="wB97M-V/def2-TZVPD" orbital_gap_ev=6.25 homo_energy_ha=-0.2273 total_charge=0
Cs 0.46304 -0.00687 0.04556 0.2552
C -3.24513 1.02719 4.73651 -0.7568
C -3.30468 1.76937 3.56431 -0.4180
C -2.16281 2.02726 2.82078 -0.0884
C -0.90582 1.55773 3.22953 -0.3642
C -0.86143 0.81653 4.42796 -0.4375
C -2.00900 0.55653 5.16465 -0.2760
N 0.22597 1.72451 2.45377 0.5731
C 1.25998 2.40347 2.92955 0.3266
C 1.16151 3.25176 4.09071 -0.7059
C 2.19988 4.01347 4.53640 -0.6229
C 3.45598 3.99904 3.88759 -0.9789
C 3.61874 3.17868 2.80945 -0.3723
C 2.56867 2.36694 2.31455 -0.4601
N 2.78239 1.49522 1.26950 1.2893
N 3.98068 1.33615 0.90253 -0.9931
C 4.17150 0.50837 -0.21501 -0.0624
C 5.41752 -0.12232 -0.30758 -0.4908
C 5.68672 -0.89689 -1.41800 -0.6194
C 4.72007 -1.01405 -2.40913 -0.7235
C 3.52077 -0.34891 -2.23079 -0.6911
N 3.24412 0.40402 -1.16600 0.7175
H -4.14052 0.82403 5.30873 0.3859
H -4.25607 2.16125 3.22482 0.4883
H -2.23329 2.61087 1.91294 0.1607
H 0.10266 0.45605 4.76905 0.4047
H -1.93677 -0.02315 6.07717 0.3651
H 0.20746 3.30433 4.59891 0.4067
H 2.05002 4.64997 5.40113 0.3974
H 4.26709 4.62114 4.24095 0.3968
H 4.56902 3.12558 2.29646 0.4650
H 6.13467 0.01746 0.48899 0.5272
H 6.63959 -1.40138 -1.51817 0.3842
H 4.89263 -1.60349 -3.29931 0.4678
H 2.73056 -0.42485 -2.97143 0.3747
C -1.04071 -2.71909 -4.41302 -0.7655
C -0.58772 -1.79792 -3.45657 -0.7054
N 0.28407 -2.09805 -2.51958 0.6350
C 0.78034 -3.34942 -2.47716 -0.1128
C 0.38523 -4.34940 -3.38420 1.1813
C -0.55563 -3.99926 -4.36879 -0.7622
C 0.94485 -5.66588 -3.29177 -0.9214
C 1.86332 -5.96186 -2.34929 -0.7961
C 2.30595 -4.96734 -1.41615 1.3298
C 3.27262 -5.23799 -0.43033 -0.7669
C 3.66144 -4.24167 0.42507 -0.9640
C 3.07199 -2.97688 0.28062 -0.4887
N 2.15739 -2.69635 -0.61754 0.2650
C 1.77266 -3.66752 -1.46604 -0.2873
H -1.75750 -2.41207 -5.16262 0.4831
H -0.95554 -0.77579 -3.45840 0.3300
H -0.87899 -4.74595 -5.08454 0.4134
H 0.61420 -6.41667 -3.99934 0.4106
H 2.28654 -6.95676 -2.28163 0.3964
H 3.69518 -6.23334 -0.35970 0.3966
H 4.39947 -4.41134 1.19660 0.4570
H 3.35917 -2.16717 0.94575 0.4265
C -5.79912 -0.11533 1.59126 -0.5148
C -5.61088 -0.03622 0.07817 -1.2155
N -4.90411 -1.17285 -0.48858 0.2915
C -5.71151 -2.20945 -1.11158 -0.7450
C -6.40322 -3.14208 -0.12184 -1.0535
C -3.54229 -1.27726 -0.34017 0.7892
C -2.89225 -2.53547 -0.85835 -0.9575
N -2.77221 -0.40051 0.19645 0.2395
H -6.30156 0.78279 1.95519 0.3602
H -4.84115 -0.20032 2.10252 0.0576
H -6.40387 -0.97951 1.86533 0.2676
H -5.08142 0.88335 -0.18908 0.4761
H -6.58265 0.01985 -0.41516 0.3887
H -5.08725 -2.78897 -1.78677 0.3343
H -6.46309 -1.71925 -1.73649 0.3737
H -5.67552 -3.60189 0.54852 0.2563
H -6.93118 -3.93365 -0.65630 0.4080
H -7.13186 -2.60540 0.48631 0.2853
H -2.97128 -2.61025 -1.94471 0.3282
H -3.34559 -3.42681 -0.42179 0.3264
H -1.84114 -2.51087 -0.58584 -0.1989
H -3.27282 0.41211 0.54358 -0.2157
N -1.08670 -1.84162 2.70798 0.0508
C -0.71770 -2.64861 1.96019 -0.2345
H -1.35820 -1.02572 3.24101 0.1861
C 3.26809 3.70624 -1.56469 -1.3990
N 2.09728 3.53198 -2.42004 0.1846
C 2.41038 3.05182 -3.75171 -1.0324
C 0.84463 3.38286 -1.91385 0.2013
S -0.29857 2.37655 -2.64049 -0.1718
N 0.56505 4.09768 -0.79584 0.4314
C 1.17396 5.39147 -0.51545 -1.1773
C -0.66673 3.89223 -0.05750 -1.0994
H 3.98769 2.91924 -1.79145 0.5479
H 2.99995 3.61036 -0.51677 0.3580
H 3.75092 4.67275 -1.73030 0.3608
H 3.27963 3.60271 -4.11393 0.3792
H 1.57001 3.21939 -4.41861 0.4317
H 2.64382 1.98341 -3.74741 0.1880
H 1.78995 5.71777 -1.34678 0.4162
H 1.77423 5.36178 0.39695 0.2789
H 0.37680 6.12569 -0.37798 0.4262
H -0.96437 2.85030 -0.09290 0.1089
H -1.47547 4.49800 -0.47938 0.3338
H -0.49270 4.17438 0.97986 0.4694


(2)
25
Properties=species:S:1:pos:R:3:mulliken_spin:R:1 method="wB97M-V/def2-TZVPD" s_squared=0.841 spin_multiplicity=2 orbital_gap_ev="5.56 / 5.85" homo_energy_ha="-0.0828 / -0.0998" total_charge=-1
C -0.68512 0.75068 -2.15170 -0.0154
C 0.70363 0.79083 -1.83197 0.0250
C 0.86129 1.66655 -0.65774 -0.0207
C -0.40799 2.17549 -0.30915 0.0407
C -1.38405 1.63644 -1.24432 -0.0201
Ti -0.65099 -0.43661 -0.16982 -0.1255
N -2.47353 -0.82745 -0.70488 0.5987
C -0.12683 -2.12518 -0.74492 0.0919
C 1.14800 -1.70466 -0.42728 0.3691
H 1.80311 1.89464 -0.17563 0.0006
H 1.51999 0.30953 -2.35767 0.0096
H -0.61670 2.87567 0.47050 0.0029
H -2.44192 1.85575 -1.23955 -0.0066
H -1.12053 0.25229 -2.99369 0.0063
H 1.86640 -1.46473 -1.31863 -0.0074
H -0.63918 -2.91960 -0.06061 -0.0122
H -2.98518 -1.97222 -0.61266 -0.0068
H 1.56853 -2.05006 0.66831 -0.0380
H -0.35798 -2.31595 -1.84989 -0.0017
C 1.10228 0.28889 3.23888 0.0791
C 0.21960 0.05673 2.06848 0.0138
O -0.96589 0.27995 1.89280 0.0231
H 2.12892 0.32750 2.81889 0.0056
H 1.05037 -0.58158 3.92364 -0.0138
H 0.88376 1.23711 3.76863 0.0017


Let's list E_tot in order: -71070.1130; -36191.2627 eV.